This record from the OMol25 dataset describes 2 unconnected molecules or ions with the total composition C5H14NOS at a distorted geometry. The level of theory is ωB97M-V/def2-TZVPD.

Element x y z (Å)
C1 1.1949 0.6854 0.5089
N1 -0.1037 -0.0712 0.4263
C2 -0.5965 -0.1300 -0.9748
C3 -1.4128 1.0719 -1.3547
S1 -1.5524 1.4202 -3.1192
C4 -1.7990 -1.2967 -0.5805
C5 1.3730 1.7752 1.6240
H1 1.9386 -0.2685 0.7537
H2 1.6862 1.1110 -0.4701
H3 -0.8413 0.4119 0.8666
H4 0.0331 -0.4870 -1.6760
H5 -2.3885 1.2184 -0.8902
H6 -1.0305 2.1143 -1.1220
H7 -2.3878 -1.3698 -1.4375
H8 -2.4295 -1.0932 0.3434
H9 -1.4347 -2.2759 -0.5184
H10 1.6852 1.3556 2.4464
H11 2.1755 2.5321 1.1375
H12 0.3922 2.3089 1.6927
H13 2.0621 -2.3845 0.3530
H14 1.2866 -3.4546 0.9845
O1 2.1493 -3.1735 1.0063

Its HOMO energy is -2.24 eV. The total energy is -19782.5828 eV. The value obtained for the LUMO energy is 3.45 eV. The calculation puts the molecular weight at 136.24 g mol⁻¹. The total charge is -1. The value obtained for the energy above the lowest of the compared OMol25 structures with the same formula, charge and spin is 84.7 kcal/mol. The value obtained for the gap between HOMO and LUMO is 5.7 eV.

How is the electron density shared among the atoms? According to natural (NBO), the charges in e are: C -0.213; N -0.655; C -0.030; C -0.608; S -0.721; C -0.608; C -0.605; H 0.141; H 0.194; H 0.348; H 0.202; H 0.187; H 0.206; H 0.205; H 0.185; H 0.177; H 0.189; H 0.199; H 0.206; H 0.477; H 0.460; O -0.937